The following is a quantum chemistry calculation of C12H36KO18PV as an isolated structure at a distorted geometry, from the Open Molecules 2025 dataset.

Calculated values
* highest occupied orbital energy: -4.46 eV
* frontier orbital gap: 5.5 eV
* relative energy (zero: lowest compared OMol25 entry of this formula, charge and spin): 2.631 eV
* charge: -1
* calculated total energy: -3718.65083 Eh

Last column: Löwdin charge in e.
Positions of all 69 atoms, in Å:
K: 26.561 -1.364 15.439  0.90
O: 21.235 -1.199 16.161  -0.37
V: 22.531 -1.429 15.184  0.92
O: 23.796 -1.288 16.195  -0.45
P: 23.018 -2.212 12.629  0.03
O: 22.963 -1.526 11.292  -0.37
O: 23.864 -1.225 13.563  -0.47
O: 23.578 -3.630 12.692  -0.36
O: 21.684 -2.237 13.500  -0.45
C: 20.507 -4.404 15.579  -0.27
C: 21.894 -5.003 15.431  -0.21
O: 22.847 -3.960 15.248  -0.15
O: 19.925 -4.025 14.360  -0.07
H: 20.633 -3.538 16.243  0.09
H: 19.866 -5.147 16.063  0.11
H: 21.953 -5.643 14.547  0.13
H: 22.197 -5.548 16.328  0.11
H: 23.111 -3.899 14.275  0.02
H: 20.560 -3.441 13.905  0.03
C: 18.182 1.782 17.196  -0.25
C: 18.119 0.359 17.713  -0.22
O: 18.010 0.427 19.147  -0.08
O: 19.462 2.352 17.428  -0.06
H: 17.378 2.358 17.664  0.12
H: 18.008 1.711 16.113  0.11
H: 19.056 -0.131 17.442  0.11
H: 17.228 -0.162 17.359  0.12
H: 18.137 -0.445 19.526  0.07
H: 19.387 3.288 17.225  0.08
C: 18.690 -0.788 13.762  -0.27
C: 17.601 0.180 13.352  -0.26
O: 18.108 1.388 12.802  -0.08
O: 19.462 -1.085 12.613  -0.08
H: 18.182 -1.712 14.073  0.12
H: 19.297 -0.357 14.562  0.09
H: 17.006 0.428 14.236  0.10
H: 16.937 -0.312 12.630  0.11
H: 18.778 1.104 12.165  0.08
H: 20.282 -1.554 12.917  0.03
C: 23.785 2.237 17.308  -0.21
C: 24.782 1.286 17.938  -0.23
O: 25.776 0.749 17.071  -0.15
O: 24.380 3.426 16.768  -0.07
H: 23.143 2.586 18.117  0.13
H: 23.165 1.748 16.554  0.10
H: 24.220 0.448 18.348  0.12
H: 25.264 1.829 18.761  0.12
H: 26.073 1.461 16.495  0.07
H: 24.916 3.189 16.006  0.07
C: 21.719 2.949 13.887  -0.22
C: 21.318 1.496 14.114  -0.18
O: 22.385 0.728 14.658  -0.14
O: 22.478 3.157 12.693  -0.05
H: 22.295 3.365 14.726  0.11
H: 20.815 3.559 13.855  0.12
H: 20.927 1.101 13.176  0.13
H: 20.546 1.527 14.883  0.11
H: 23.206 0.853 14.163  0.10
H: 23.323 2.711 12.800  0.08
C: 25.678 -2.302 19.207  -0.24
C: 25.362 -3.364 18.186  -0.23
O: 26.374 -3.490 17.183  -0.13
O: 26.666 -2.763 20.126  -0.07
H: 24.764 -2.015 19.741  0.13
H: 25.988 -1.383 18.689  0.10
H: 24.402 -3.086 17.752  0.11
H: 25.237 -4.326 18.691  0.13
H: 27.080 -3.962 17.637  0.09
H: 26.675 -2.187 20.893  0.08